Entry 1:
ORCA calculation (ωB97M-V/def2-TZVPD) on C5H13AuO3 as an isolated structure in a non-equilibrium geometry.

Last column: Mulliken spin population.
Element x y z (Å)
1 C -2.758 -0.648 0.371  0.071
2 O -1.642 0.060 -0.099  0.180
3 C -1.804 1.346 -0.773  0.316
4 H -2.399 -1.342 1.143  0.003
5 H -3.486 0.032 0.840  -0.004
6 H -3.244 -1.173 -0.467  0.004
7 H -2.036 2.296 -0.267  0.013
8 H -2.669 1.210 -1.446  0.009
9 Au -0.047 0.432 -0.946  1.148
10 O 1.347 1.473 -0.118  0.177
11 H 1.109 2.465 0.172  0.008
12 C 0.329 -2.340 -0.107  0.000
13 O 0.920 -1.082 -0.425  0.061
14 C 2.039 -0.725 0.388  0.004
15 C 2.508 0.656 -0.013  0.002
16 H -0.643 -2.425 -0.606  0.003
17 H 1.036 -3.143 -0.351  0.001
18 H 0.088 -2.386 0.965  -0.001
19 H 2.841 -1.465 0.258  0.002
20 H 1.702 -0.706 1.436  -0.001
21 H 3.038 0.615 -0.976  -0.008
22 H 3.191 1.048 0.751  0.011

Values from the calculation:
2S+1: 3
Calculated total energy in eV: -15202.3322
⟨S²⟩: 2.006
Net charge: +2
Gap between HOMO and LUMO (spin up / spin down) in eV: 9.66 / 6.67



Entry 2:
ORCA calculation (ωB97M-V/def2-TZVPD) on a 3-piece molecular cluster, C4H11N5 overall in a non-equilibrium geometry.

Last column: Mulliken charge in e.
Element x y z (Å)
1 C 1.413 -9.023 -11.580  -0.153
2 C -0.341 -10.161 -10.117  -0.468
3 C 0.719 10.793 13.452  -0.021
4 C -1.604 12.504 13.861  -0.278
5 N 0.483 -9.761 -12.270  -0.068
6 N 0.904 -8.408 -10.507  0.139
7 N -0.040 -8.747 -9.856  -0.207
8 N -0.500 -10.229 -11.524  -0.103
9 N 0.446 12.015 13.537  -0.300
10 H 2.338 -8.761 -12.048  0.442
11 H 0.381 -10.797 -9.787  0.370
12 H -1.268 -10.598 -9.678  0.380
13 H 0.411 -9.549 -13.312  0.346
14 H -0.051 10.025 13.425  0.178
15 H 1.654 10.294 13.069  0.278
16 H -1.336 12.798 14.893  0.326
17 H -1.455 13.443 13.285  0.295
18 H -1.824 11.503 13.504  0.266
19 H -1.453 -10.035 -11.927  0.322
20 H 1.121 12.693 13.582  0.257

Values from the calculation:
Calculated total energy in eV: -11755.3470
Net charge: +2
Gap between HOMO and LUMO in eV: 9.16



Entry 3:
ORCA calculation (ωB97M-V/def2-TZVPD) on a 11-piece molecular cluster, H24NO10 overall in a non-equilibrium geometry.

Last column: Mulliken charge in e.
Element x y z (Å)
1 N -0.044 -0.016 -0.222  -0.137
2 H -0.941 0.343 0.151  0.325
3 H 0.643 0.220 0.436  0.234
4 H 0.010 0.532 -1.056  0.304
5 H -0.258 -1.026 -0.212  0.280
6 O 2.738 1.384 -0.748  -0.571
7 H 3.100 0.900 -1.507  0.258
8 H 3.654 1.421 -0.289  0.319
9 O 2.267 2.099 1.991  -0.670
10 H 2.542 3.026 1.933  0.310
11 H 1.921 1.921 2.940  0.321
12 O 0.967 0.180 -3.157  -0.620
13 H 1.770 0.192 -3.716  0.300
14 H 0.731 -0.660 -2.804  0.364
15 O -2.546 0.771 -2.105  -0.661
16 H -3.449 0.463 -2.244  0.314
17 H -2.077 0.296 -2.765  0.290
18 O 0.103 -3.363 2.126  -0.653
19 H -0.651 -3.102 1.780  0.343
20 H 0.564 -3.939 1.570  0.308
21 O 1.383 -1.094 2.425  -0.634
22 H 2.344 -1.043 1.991  0.336
23 H 1.086 -1.923 2.248  0.343
24 O -3.116 2.064 0.322  -0.635
25 H -2.990 1.679 -0.600  0.400
26 H -3.108 3.003 0.368  0.311
27 O -1.891 -2.051 0.900  -0.610
28 H -2.477 -2.377 0.315  0.254
29 H -2.396 -1.563 1.458  0.274
30 O -0.090 3.113 1.157  -0.569
31 H -0.519 3.353 1.984  0.343
32 H 0.710 2.813 1.549  0.310
33 O 0.007 -2.169 -1.948  -0.680
34 H 0.796 -2.773 -2.310  0.328
35 H -0.767 -2.684 -1.971  0.270

Values from the calculation:
Calculated total energy in eV: -22347.6945
Net charge: +1
Gap between HOMO and LUMO in eV: 10.27



Entry 4:
ORCA calculation (ωB97M-V/def2-TZVPD) on C33H40AsBF4IInN4O2S6Si as an isolated structure in a non-equilibrium geometry.

Last column: Mulliken charge in e.
Element x y z (Å)
1 In 1.275 -1.514 -1.292  1.859
2 S 0.875 -5.001 -3.849  -0.561
3 As 1.403 -3.022 -4.070  0.230
4 S 3.046 -2.331 -2.755  -0.387
5 S -0.104 -1.665 -3.109  -0.425
6 S 1.770 -2.539 -6.169  -0.598
7 C 3.503 -4.850 -0.272  -1.175
8 C 3.834 -3.551 0.440  0.333
9 N 3.146 -2.447 0.374  0.247
10 C 3.798 -1.384 0.897  -0.866
11 C 5.001 -1.710 1.355  -0.188
12 S 5.378 -3.335 1.213  -0.298
13 C 3.131 -0.073 0.878  0.799
14 C 3.502 0.934 1.694  -0.896
15 S 2.528 2.345 1.489  -0.090
16 C 1.704 1.546 0.212  0.606
17 N 2.097 0.292 0.030  -0.121
18 C 0.708 2.252 -0.621  -0.631
19 H 3.213 -5.600 0.407  0.365
20 H 4.381 -5.282 -0.837  0.334
21 H 2.721 -4.705 -0.980  0.167
22 H 5.721 -0.999 1.773  0.417
23 H 4.149 0.776 2.529  0.477
24 H 0.539 1.697 -1.570  -0.253
25 H 1.096 3.263 -0.904  0.624
26 H -0.251 2.326 -0.039  -0.052
27 I 0.731 1.874 -8.141  0.105
28 C 1.349 2.320 -6.217  -0.086
29 C 1.114 3.619 -5.826  -0.296
30 C 1.600 4.034 -4.588  -0.523
31 C 2.304 3.128 -3.840  -0.539
32 N 2.421 1.795 -4.127  -0.256
33 C 1.985 1.448 -5.331  0.181
34 H 0.555 4.320 -6.452  0.389
35 H 1.503 5.067 -4.327  0.458
36 H 2.757 3.408 -2.885  0.458
37 H 2.190 0.383 -5.715  0.071
38 C -2.215 2.097 -2.745  0.188
39 N -3.402 2.159 -3.566  0.205
40 C -3.275 3.102 -4.610  -1.086
41 C -4.635 1.511 -3.371  0.763
42 C -4.919 0.606 -2.182  -0.945
43 O -5.540 1.689 -4.215  -0.695
44 H -2.318 1.398 -1.921  -0.729
45 H -2.061 3.083 -2.304  0.364
46 H -1.340 1.796 -3.340  0.305
47 H -3.736 2.848 -5.571  0.341
48 H -2.197 3.184 -4.827  0.279
49 H -3.707 4.056 -4.288  0.329
50 H -4.135 -0.101 -1.875  0.091
51 H -5.736 0.004 -2.524  0.395
52 H -5.275 1.015 -1.232  0.303
53 F 2.996 6.664 4.640  -0.436
54 B 3.378 5.254 4.740  0.604
55 F 2.226 4.495 4.789  -0.368
56 F 4.136 4.894 3.594  -0.408
57 F 4.187 5.104 5.892  -0.406
58 C -2.966 -2.823 2.960  -1.915
59 C -2.216 -2.809 1.608  1.723
60 C -1.630 -4.192 1.136  -1.690
61 C -3.165 -2.280 0.492  -1.817
62 Si -0.750 -1.531 1.579  -1.194
63 O 0.040 -1.722 0.234  -0.627
64 C -1.655 0.146 1.977  1.116
65 C -1.947 0.489 3.323  -0.190
66 C -2.837 1.528 3.674  -0.814
67 C -3.350 2.331 2.682  -0.554
68 C -2.950 2.110 1.393  -0.332
69 C -2.153 1.000 1.024  -1.137
70 C 0.303 -1.838 3.072  0.806
71 C 0.965 -0.836 3.815  0.029
72 C 1.801 -1.142 4.863  -0.614
73 C 2.102 -2.428 5.243  -0.782
74 C 1.464 -3.400 4.511  -0.528
75 C 0.640 -3.123 3.455  -0.009
76 H -3.755 -3.615 2.970  0.447
77 H -3.462 -1.882 3.082  0.434
78 H -2.269 -2.937 3.799  0.227
79 H -2.388 -4.843 0.648  0.399
80 H -1.265 -4.787 2.019  0.383
81 H -0.854 -3.990 0.414  0.293
82 H -3.899 -2.994 0.219  0.745
83 H -2.635 -2.134 -0.487  0.100
84 H -3.764 -1.434 0.843  0.332
85 H -1.504 -0.045 4.123  0.485
86 H -3.110 1.712 4.725  0.374
87 H -4.058 3.169 2.899  0.302
88 H -3.250 2.854 0.637  0.386
89 H -2.003 0.811 -0.028  1.085
90 H 0.718 0.217 3.555  0.529
91 H 2.190 -0.225 5.443  0.308
92 H 2.772 -2.623 6.088  0.396
93 H 1.587 -4.482 4.668  0.333
94 H 0.150 -3.928 2.880  -0.001

Values from the calculation:
Calculated total energy in eV: -203487.8021
Net charge: -2
Gap between HOMO and LUMO in eV: 5.92



Entry 5:
ORCA calculation (ωB97M-V/def2-TZVPD) on C2H11N4 as an isolated structure in a non-equilibrium geometry.

Last column: Mulliken charge in e.
Element x y z (Å)
1 C 1.668 -1.947 1.139  -0.803
2 C -0.681 1.447 0.273  0.332
3 N -1.313 0.974 -2.957  -0.827
4 N -1.144 2.263 -0.533  -0.377
5 N -0.283 0.573 0.971  -0.277
6 N 0.791 -1.377 2.188  -0.571
7 H 1.153 -2.511 0.294  0.273
8 H 2.184 -1.079 0.778  0.336
9 H 2.508 -2.487 1.556  0.363
10 H -1.889 0.499 -2.240  0.296
11 H -0.514 0.412 -3.067  0.207
12 H -0.953 3.261 -0.477  0.302
13 H -1.207 1.962 -1.513  0.413
14 H 0.025 -0.446 1.641  0.508
15 H 0.308 -2.087 2.688  0.285
16 H -1.854 1.344 -3.711  0.198
17 H 1.201 -0.802 2.970  0.344

Values from the calculation:
Calculated total energy in eV: -8205.6443
Net charge: +1
Gap between HOMO and LUMO in eV: 11.44



Entry 6:
ORCA calculation (ωB97M-V/def2-TZVPD) on C6H9IrLiO5 as an isolated structure in a non-equilibrium geometry.

Last column: Mulliken spin population.
Element x y z (Å)
1 O 2.538 1.026 -0.592  0.000
2 C 2.985 0.194 0.218  0.031
3 C 2.608 -1.246 -0.002  0.002
4 O 1.406 -1.351 -0.650  0.148
5 Ir 0.670 0.354 -1.273  2.542
6 H 3.655 0.386 1.076  0.003
7 H 3.460 -1.749 -0.511  0.012
8 O -1.945 -1.003 0.071  0.010
9 C -1.699 -0.396 1.364  0.846
10 C -0.570 0.519 1.310  -0.010
11 O -0.540 1.385 0.031  0.136
12 C -1.814 1.334 -0.605  0.042
13 C -2.008 -0.112 -1.069  -0.019
14 O -0.984 -0.467 -1.912  0.124
15 Li -0.342 -2.002 -0.700  0.008
16 H -2.624 0.103 1.692  0.027
17 H -0.552 1.220 2.157  0.013
18 H -1.780 1.997 -1.480  0.005
19 H -2.603 1.681 0.075  0.002
20 H -3.000 -0.244 -1.538  0.001
21 H 0.527 0.060 1.315  0.057
22 H 2.614 -1.688 1.021  0.019

Values from the calculation:
2S+1: 5
Calculated total energy in eV: -19636.8230
⟨S²⟩: 6.011
Net charge: +1
Gap between HOMO and LUMO (spin up / spin down) in eV: 6.85 / 7.19